[1]
{
  "formula": "C6H9N",
  "method": "ωB97M-V with the def2-TZVPD basis set",
  "elements": ["C", "C", "C", "C", "C", "C", "N", "H", "H", "H", "H", "H", "H", "H", "H", "H"],
  "positions_angstrom": [[1.38806, 1.07997, 1.23921], [0.84349, 0.08969, 0.25796], [1.32035, -1.06112, -0.22479], [0.12376, -1.60129, -0.98153], [-0.96034, -0.90208, -0.21157], [-0.65454, 0.81628, -0.43590], [-1.86778, -0.03375, -0.78436], [1.47156, 2.10356, 0.84258], [2.38977, 0.70321, 1.45913], [0.82177, 1.12644, 2.17948], [-0.00802, -2.69059, -0.93097], [0.10835, -1.31001, -2.03880], [-1.16001, -1.29886, 0.78447], [-0.26132, 1.26507, -1.34604], [-0.92676, 1.53464, 0.33361], [-2.62835, 0.17887, -0.14248]],
  "atomic_forces_ev_per_a": [[0.0718, -0.0397, 0.0067], [0.1392, -0.0957, 0.0848], [-0.3197, 0.3198, 0.0154], [-0.1310, -0.0147, -0.0691], [-0.0742, -0.3975, 0.0545], [0.2625, 0.5007, -0.0564], [-0.0405, -0.1513, 0.1328], [-0.0688, -0.2370, 0.0058], [-0.0646, 0.1664, 0.0974], [0.0640, -0.0470, -0.1898], [0.0158, 0.1958, 0.0175], [0.0348, -0.0426, 0.1001], [0.0421, 0.1177, -0.1480], [-0.0808, -0.0843, 0.1344], [0.0838, -0.1844, -0.1357], [0.0656, -0.0063, -0.0505]],
  "nbo_charge": [-0.66, -0.08, -0.22, -0.53, 0.21, -0.33, -0.57, 0.20, 0.26, 0.21, 0.24, 0.23, 0.22, 0.24, 0.23, 0.36],
  "charge": 0,
  "largest_force_ev_per_a": 0.57,
  "total_energy_ha": -288.5410,
  "e_above_lowest_ev": 6.5583
}

---

[2]
{
  "formula": "C6H9N",
  "method": "ωB97M-V with the def2-TZVPD basis set",
  "elements": ["H", "N", "C", "C", "C", "C", "C", "C", "H", "H", "H", "H", "H", "H", "H", "H"],
  "positions_angstrom": [[0.25814, -0.15399, 2.15804], [-0.42221, -0.96012, 1.97551], [-1.05097, -0.87998, 0.92756], [-1.50129, -1.28861, -0.43591], [-1.13373, 0.16485, -0.41269], [0.07914, 0.72336, -1.12878], [1.25093, 0.25030, -0.33445], [1.78742, 0.89461, 0.71653], [-0.83904, -1.97475, -0.95641], [-2.55254, -1.53450, -0.49955], [-1.91337, 0.89562, -0.23470], [0.13462, 0.36109, -2.15715], [0.03253, 1.81267, -1.13510], [1.51102, -0.79200, -0.48063], [2.69112, 0.51626, 1.17676], [1.66823, 1.96520, 0.82097]],
  "atomic_forces_ev_per_a": [[-1.6289, -0.8438, -0.2659], [1.4476, -0.1962, 1.6701], [0.8700, 2.4961, -4.5613], [-1.0842, -0.5434, 1.6818], [0.0772, -0.2913, 1.8452], [0.0677, -0.2690, 0.4398], [0.3299, 0.2485, 1.1105], [0.9978, 0.2438, -1.7659], [-0.0136, -0.0396, 0.0934], [-0.1506, -0.1763, -0.4683], [-0.3296, -0.3047, -0.2151], [-0.0232, 0.0719, -0.0954], [-0.0087, -0.0291, -0.0315], [0.2028, -0.0805, -0.0767], [-0.2686, -0.3661, 0.3881], [-0.4855, 0.0797, 0.2511]],
  "nbo_charge": [0.37, -0.60, 0.35, -0.46, -0.32, -0.46, -0.12, -0.47, 0.24, 0.23, 0.22, 0.21, 0.22, 0.19, 0.21, 0.19],
  "charge": 0,
  "smiles": "[H]/N=C1/C[C@@H]1CC=C",
  "largest_force_ev_per_a": 5.27,
  "total_energy_ha": -288.6364,
  "e_above_lowest_ev": 3.9620
}

---

[3]
{
  "formula": "C6H9N",
  "method": "ωB97M-V with the def2-TZVPD basis set",
  "elements": ["C", "C", "C", "C", "C", "C", "N", "H", "H", "H", "H", "H", "H", "H", "H", "H"],
  "positions_angstrom": [[-1.16104, 1.25786, 0.67463], [-1.26854, 2.51432, 1.27414], [0.95630, 0.27507, -1.01991], [-0.05472, -0.74674, 0.86216], [0.45469, -0.86851, -0.55488], [0.73434, -2.22519, -1.02249], [-0.66965, 0.19087, 1.41557], [-1.38461, 1.15858, -0.38488], [-1.03565, 2.62617, 2.33147], [-1.49814, 3.49449, 0.81149], [1.44425, 0.46197, -1.97867], [0.87212, 1.18803, -0.46882], [0.08479, -1.65486, 1.53063], [0.24391, -2.83680, -0.27921], [1.80809, -2.40968, -1.00978], [0.47386, -2.42558, -2.18145]],
  "atomic_forces_ev_per_a": [[1.0101, -3.8940, 1.3110], [-0.2307, 2.8731, 1.5609], [0.4558, 1.0181, -1.8760], [1.9559, -6.6069, -2.4379], [0.3180, 1.7294, 2.9307], [0.0940, -0.7996, -2.6880], [-2.8767, 7.9269, -0.4213], [-0.0918, -0.3586, 0.0980], [-0.0880, -0.3217, -0.1605], [0.0549, -1.1771, -0.2328], [-0.1187, -0.6398, 0.0702], [-0.0813, 0.2789, 0.4403], [-0.3214, 0.7290, -1.0998], [-0.1558, -1.0202, -0.5790], [0.0758, -0.1020, 0.2385], [-0.0005, 0.3646, 2.8455]],
  "nbo_charge": [-0.02, -0.30, -0.39, 0.00, -0.07, -0.64, -0.39, 0.19, 0.19, 0.19, 0.19, 0.19, 0.18, 0.22, 0.23, 0.23],
  "charge": 0,
  "largest_force_ev_per_a": 8.44,
  "total_energy_ha": -288.5660,
  "e_above_lowest_ev": 0.5850,
  "multiplicity": 3
}

---

[4]
{
  "formula": "C6H9N",
  "method": "ωB97M-V with the def2-TZVPD basis set",
  "elements": ["C", "C", "C", "C", "C", "C", "N", "H", "H", "H", "H", "H", "H", "H", "H", "H"],
  "positions_angstrom": [[0.53050, 0.43355, -0.50925], [1.82691, 1.17805, -0.34422], [-2.55619, 0.98190, 0.95658], [-0.71565, 0.44202, -1.33299], [-0.23202, -0.63718, -0.37701], [-0.18410, -2.01996, 0.01896], [-1.96905, 0.12525, 1.42293], [2.53630, 0.44237, -0.66129], [1.73247, 2.03505, -0.86450], [-3.18124, 1.75838, 0.50316], [1.80416, 1.30985, 0.75938], [-1.54898, 0.93479, -0.95066], [-0.62814, 0.48294, -2.37293], [-0.82677, -2.57646, -0.68109], [-0.55553, -2.06119, 1.09658], [0.79478, -2.46582, 0.06959]],
  "atomic_forces_ev_per_a": [[3.1548, 7.6529, -0.8615], [-2.6011, -4.1554, 2.4955], [-1.5646, 1.5478, -0.4687], [2.1769, -1.7787, 1.6014], [-3.4688, -4.6414, -0.2293], [-1.5875, -0.3732, 0.4651], [0.4803, -0.7276, 0.6789], [1.5069, 0.2393, -0.0906], [0.3871, 2.8846, -1.6797], [0.6729, -0.6603, 0.4790], [1.0423, 0.3486, -0.4953], [-1.2416, 0.9080, 0.3785], [0.1681, -0.4475, -1.6638], [0.1265, -0.3386, 0.7142], [0.0572, -0.3677, -1.0461], [0.6905, -0.0907, -0.2778]],
  "nbo_charge": [0.02, -0.65, 0.05, -0.53, 0.10, -0.68, -0.32, 0.22, 0.22, 0.24, 0.23, 0.22, 0.23, 0.22, 0.23, 0.22],
  "charge": 0,
  "largest_force_ev_per_a": 8.32,
  "total_energy_ha": -288.4749,
  "e_above_lowest_ev": 3.0641,
  "multiplicity": 3
}

---

[5]
{
  "formula": "C6H9N2",
  "method": "ωB97M-V with the def2-TZVPD basis set",
  "elements": ["C", "C", "N", "N", "C", "C", "C", "C", "H", "H", "H", "H", "H", "H", "H", "H", "H"],
  "positions_angstrom": [[-1.76038, 1.42183, -0.85247], [-1.35250, 0.44545, -0.08375], [-2.29509, -0.29046, 0.49447], [-2.83917, -0.99804, 1.11625], [0.07451, 0.06771, 0.07156], [0.94655, 1.20201, 0.55062], [0.40982, -1.20558, -0.22079], [1.75448, -1.75571, -0.14513], [-1.10384, 2.06082, -1.49534], [-2.79360, 1.63243, -0.86039], [1.53744, 1.03336, 1.40810], [0.19226, 1.89492, 1.02413], [1.43477, 1.87727, -0.13554], [-0.40376, -1.82345, -0.51390], [1.92452, -1.72363, 0.91554], [2.37558, -1.09760, -0.65401], [1.89842, -2.74132, -0.61934]],
  "atomic_forces_ev_per_a": [[-0.0391, 1.8790, -1.4367], [2.9197, 0.9679, -1.7837], [-0.4522, -1.0320, 1.4482], [-1.2216, -0.8901, 0.5316], [0.7998, -1.2689, 0.0708], [-2.6642, 1.6618, 0.7730], [-1.1461, 1.6225, -0.0209], [-0.6238, -1.2532, 0.0182], [-0.4703, -0.7953, 0.9731], [-1.1043, 0.4140, -0.3574], [1.2048, -0.9160, 0.5763], [0.6762, -0.2724, -0.3892], [0.3990, -0.4565, -0.6745], [-0.5682, -0.7820, -0.2560], [0.9936, -0.4963, 0.4975], [1.6242, 1.2733, -0.6038], [-0.3277, 0.3441, 0.6334]],
  "nbo_charge": [-0.15, -0.03, 0.15, 0.34, -0.09, -0.66, -0.04, -0.67, 0.26, 0.22, 0.25, 0.22, 0.25, 0.19, 0.25, 0.24, 0.25],
  "charge": 1,
  "smiles": "C=C([N+]#N)/C(C)=C/C",
  "largest_force_ev_per_a": 3.56,
  "total_energy_ha": -343.1576,
  "e_above_lowest_ev": 4.4588
}

---

[6]
{
  "formula": "C6H9N2O",
  "method": "ωB97M-V with the def2-TZVPD basis set",
  "elements": ["N", "C", "C", "C", "C", "C", "C", "O", "N", "H", "H", "H", "H", "H", "H", "H", "H", "H"],
  "positions_angstrom": [[-1.58354, -1.51165, 1.18944], [-1.14693, -0.58920, 0.41853], [-1.36058, -0.16731, -0.95864], [-0.09995, 0.60234, -1.44324], [0.61817, 1.12852, -0.18836], [2.01969, 0.60445, 0.21012], [1.33157, -0.14182, 1.33170], [1.58395, -0.91578, 2.19086], [0.08203, 0.42689, 0.97705], [-2.24620, -2.21728, 0.87247], [-1.26043, -1.58147, 2.15153], [-1.60914, -1.00107, -1.61912], [-2.22802, 0.50671, -0.95436], [0.54295, -0.06267, -2.02209], [-0.39612, 1.42684, -2.09061], [0.51432, 2.21171, -0.09290], [2.74367, 1.34912, 0.52872], [2.49458, -0.06834, -0.50112]],
  "atomic_forces_ev_per_a": [[-0.1400, -0.0249, -0.1802], [4.6426, 3.1723, 2.2612], [-0.3243, 0.1156, -0.7020], [0.1209, -0.0495, 0.1373], [0.1285, 0.2921, -0.4201], [0.4765, 0.2912, -0.2930], [0.3338, -0.3943, 0.2594], [-0.0035, -0.2271, 0.0161], [-5.2298, -2.9945, -1.1946], [0.0302, 0.2142, -0.0217], [0.1396, 0.0519, -0.0778], [-0.0976, -0.0239, 0.1236], [-0.0132, -0.0903, 0.0547], [-0.0322, 0.0033, 0.0602], [0.0189, -0.1484, -0.0271], [-0.0561, -0.1644, 0.0381], [0.0269, 0.0286, 0.0374], [-0.0210, -0.0518, -0.0714]],
  "nbo_charge": [-0.65, 0.65, -0.54, -0.40, -0.06, -0.51, 0.69, -0.49, -0.42, 0.45, 0.47, 0.28, 0.30, 0.23, 0.25, 0.23, 0.27, 0.26],
  "charge": 1,
  "smiles": "[NH2+]=C1CC[C@@H]2CC(=O)N12",
  "largest_force_ev_per_a": 6.14,
  "total_energy_ha": -418.4895,
  "e_above_lowest_ev": 0.6520
}

---

Question: Which value of charge does entry 3 give?
Answer: 0